# 1
The following is a DFT calculation (the ωB97M-V functional and the def2-TZVPD basis) of 2 unconnected molecules or ions with the total composition C16H13ClF3N2O4S3.

```
! wB97M-V def2-TZVPD RIJCOSX def2/J DEFGRID3
* xyz -1 1
C 3.566 -0.985 2.100
F -1.264 -0.547 3.500
H -0.565 -3.497 0.211
C 0.512 -3.665 0.072
H -0.107 -0.134 -0.626
C -4.274 3.118 -2.125
H 0.815 -3.037 -0.788
C -5.642 3.488 -2.419
C 2.597 0.468 0.455
C 3.313 -1.684 -0.259
N 1.063 -3.456 1.358
S 0.186 -0.430 1.345
H 2.762 -0.108 -1.629
S 0.075 1.966 -1.327
C -1.952 3.741 -1.825
C 3.166 0.313 1.718
H -4.727 1.023 -1.912
N -6.748 3.786 -2.655
C 3.381 -2.000 1.115
H 1.724 1.157 0.322
H -2.375 0.371 -1.446
C -2.633 1.415 -1.607
C -0.828 -1.582 2.767
F -1.815 -2.280 2.219
H 3.908 -1.232 3.083
C -3.275 4.092 -2.095
H -3.532 5.133 -2.291
H 3.196 1.133 2.433
O 2.836 -3.527 3.066
O 0.509 1.144 -2.466
O 3.203 -4.626 0.836
C 0.161 0.673 0.112
Cl -0.922 1.513 1.496
O 0.787 3.125 -0.936
S 2.630 -3.570 1.645
C -3.947 1.781 -1.882
C 2.926 -0.391 -0.591
H -1.172 4.485 -1.810
F -0.043 -2.355 3.503
H 3.488 -2.488 -0.999
C -1.655 2.401 -1.554
H 0.675 -4.733 -0.111
*
```

Computed properties:
* highest occupied orbital energy: -4.5 eV

These are the natural (NBO) partial charges, in e, on atoms 1 to 6: -0.1940, -0.3648, 0.1794, -0.4315, 0.2156, -0.1715

***

# 2
The following is a DFT calculation (the ωB97M-V functional and the def2-TZVPD basis) of a molecular structure, C16H13EuN4OS4Sb.

```
! wB97M-V def2-TZVPD RIJCOSX def2/J DEFGRID3
* xyz -2 8
C -2.911 3.667 0.133
C 0.785 1.625 2.466
H 2.482 -1.013 -2.522
H 2.444 -3.748 0.549
S -1.241 1.955 -2.925
H -4.625 4.912 -0.039
C 1.866 -1.914 -2.384
H 0.484 2.577 2.045
C 2.877 -4.444 -1.418
S 0.167 -1.359 -2.899
H 1.475 0.076 5.381
C -5.113 2.799 -0.121
H 0.786 2.331 4.490
C 1.893 -2.276 -0.916
O -1.102 2.294 0.305
C 0.951 1.490 3.829
C 1.327 0.229 4.317
H -2.175 4.451 0.223
C -4.257 3.896 -0.008
C -3.195 1.314 0.048
H 3.144 -4.929 -3.533
C 1.518 -0.797 3.437
H 3.269 -5.403 -1.096
N 0.960 0.645 1.576
Sb 0.726 1.069 -3.819
C 2.810 -4.163 -2.839
H -6.180 2.939 -0.249
S 2.237 1.548 -2.058
N 1.456 -1.372 -0.088
C -4.579 1.533 -0.085
C 2.436 -3.547 -0.514
C 1.328 -0.589 2.037
Eu 0.043 0.578 -0.748
C 2.337 -2.996 -3.293
H 2.271 -2.790 -4.355
H 1.828 -1.785 3.753
H -5.196 0.651 -0.173
S -2.520 -0.254 0.095
N 1.585 -1.629 1.234
N -2.392 2.425 0.160
*
```

Computed properties:
* highest occupied orbital energy (alpha / beta): 2.0 / -1.2 eV

These are the natural (NBO) partial charges, in e, on atoms 1 to 6: -0.0998, 0.1028, 0.2754, 0.2358, -0.7615, 0.1862

***

# 3
The following is a DFT calculation (the ωB97M-V functional and the def2-TZVPD basis) of a molecular structure, C16H13N5OS2.

```
! wB97M-V def2-TZVPD RIJCOSX def2/J DEFGRID3
* xyz 0 1
C -3.557 0.268 -0.243
C 2.285 0.346 -0.742
H 4.176 1.612 2.420
C 2.404 1.675 -0.725
C -1.356 0.132 0.818
C -1.404 -2.157 -0.028
C -1.353 -2.145 -1.504
H 2.268 -2.318 -1.179
C 3.155 2.344 0.281
C 3.584 -0.236 1.197
H -5.556 1.072 -0.998
N -0.478 0.637 1.749
N 3.046 3.541 0.648
S -2.947 2.038 1.267
N 0.594 -0.135 1.808
H -5.104 3.214 0.757
C 3.816 1.299 1.434
H -0.652 -0.203 -1.866
H 4.010 -0.616 1.858
O 2.415 3.911 -0.565
H -2.628 -2.434 0.311
H 1.813 -0.100 -1.652
H -3.635 -0.603 -0.717
H -1.917 -3.078 -2.006
C 2.974 -0.439 -0.003
C 2.622 -2.066 0.018
C -2.648 0.733 0.520
N -0.857 -1.198 0.654
C -4.728 1.423 -0.245
C 0.374 -1.372 1.063
H -1.029 -3.133 0.326
S 1.424 -2.758 1.211
C -4.576 2.389 0.453
H -0.993 -0.890 -3.215
C -0.998 -1.100 -2.092
N 1.896 2.824 -1.151
H 3.560 -2.477 0.139
*
```

Computed properties:
* highest occupied orbital energy: -8.5 eV

These are the natural (NBO) partial charges, in e, on atoms 1 to 6: -0.2108, -0.2798, 0.2106, 0.0539, 0.2746, -0.2341

***

# 4
The following is a DFT calculation (the ωB97M-V functional and the def2-TZVPD basis) of a molecular structure, C16H14BCl5N6Sn.

```
! wB97M-V def2-TZVPD RIJCOSX def2/J DEFGRID3
* xyz 2 1
C -2.772 -0.515 -3.475
H 3.123 -0.602 -3.521
H 1.347 3.444 -2.525
C 0.261 2.565 0.463
H 0.355 -3.094 0.766
N -1.431 -0.580 -1.701
C 0.516 -0.470 3.221
C -0.294 0.619 5.250
B 0.692 0.646 -2.622
Cl -2.782 1.638 2.301
N -0.750 0.022 -2.730
Cl -2.673 1.978 5.290
C -0.625 -0.092 2.528
C 0.705 -0.144 4.591
H -1.010 -3.477 -0.406
Cl 1.834 -1.260 2.421
Sn -0.903 -0.846 0.284
H -1.092 0.387 -4.745
N 0.657 1.744 -1.531
H -1.345 -3.230 1.350
H 2.168 -2.795 0.084
C -1.530 0.030 -3.815
C 0.960 3.049 -1.602
H -0.057 2.582 1.497
H 3.948 -2.727 -1.936
C 2.715 -1.004 -2.603
H 0.822 4.647 -0.057
H -3.454 -1.251 -1.470
C -1.414 1.095 4.519
H 1.109 1.087 -3.663
C 0.699 3.625 -0.350
N 1.286 -1.107 -0.887
H -1.552 0.787 0.170
Cl -0.240 0.848 6.942
C -1.520 0.786 3.136
N 0.263 1.426 -0.263
C -2.696 -0.853 -2.130
Cl 2.072 -0.701 5.451
H -3.597 -0.683 -4.133
C 2.195 -2.096 -0.741
N 1.602 -0.469 -2.069
C -0.699 -2.947 0.509
C 3.109 -2.061 -1.800
*
```

Computed properties:
* highest occupied orbital energy (alpha / beta): -14.8 / -14.8 eV

These are the natural (NBO) partial charges, in e, on atoms 1 to 6: -0.3032, 0.2494, 0.2550, -0.0134, 0.2505, -0.4689

***

# 5
The following is a DFT calculation (the ωB97M-V functional and the def2-TZVPD basis) of a molecular structure, C16H14BCuF5N6S.

```
! wB97M-V def2-TZVPD RIJCOSX def2/J DEFGRID3
* xyz 2 2
H 4.833 1.468 1.187
H -1.927 -1.058 1.482
C 0.258 2.949 -2.900
B 0.697 3.170 -0.357
H -0.435 -1.332 2.539
C -0.320 -5.565 -0.389
C 3.144 2.641 0.409
C -1.055 -2.856 -0.729
C -1.659 -5.230 -0.602
N -0.785 1.737 1.140
C -2.013 -3.901 -0.763
H -0.237 -0.285 -3.298
F 1.253 -2.279 -0.512
H -2.421 3.742 3.144
C 0.286 -3.240 -0.535
S -1.542 -1.244 -0.967
H 3.470 3.666 0.262
C -1.488 -1.612 2.334
C 3.810 1.510 0.868
H -0.112 1.996 -4.837
F -2.591 -6.208 -0.701
F 1.958 -4.902 -0.208
N 0.050 1.090 -1.688
H -1.550 -2.680 2.080
H 0.983 4.311 -0.600
H 3.001 -0.561 1.165
C 0.017 1.907 -3.770
N 1.870 2.283 0.149
C -0.977 3.935 1.480
C -1.791 3.284 2.405
C 2.860 0.466 0.858
C -0.082 0.744 -2.981
N 0.267 2.449 -1.649
H -2.106 -1.395 3.213
F -3.312 -3.590 -0.966
H -2.073 1.057 2.671
N -0.399 2.994 0.708
C -1.640 1.906 2.157
F 0.048 -6.855 -0.275
H 0.417 4.019 -3.034
Cu -0.274 0.112 0.169
N 1.680 0.945 0.424
C 0.656 -4.564 -0.362
H -0.767 4.976 1.277
*
```

Computed properties:
* highest occupied orbital energy (alpha / beta): -14.6 / -15.0 eV

These are the natural (NBO) partial charges, in e, on atoms 1 to 6: 0.2621, 0.1730, 0.0550, 0.5296, 0.2261, 0.4557

***

# 6
The following is a DFT calculation (the ωB97M-V functional and the def2-TZVPD basis) of a molecular structure, C16H14BF5HfN6O.

```
! wB97M-V def2-TZVPD RIJCOSX def2/J DEFGRID3
* xyz 2 1
H 4.287 -0.725 -1.225
H 4.584 -2.656 0.545
H 3.158 -4.007 2.528
H 4.742 1.713 -0.243
N 0.807 -0.748 -2.157
H 3.335 3.693 0.961
C 0.353 -0.660 -3.450
C -4.065 -0.134 0.007
C -5.334 -0.020 0.534
F -2.234 -1.251 2.984
N 2.877 0.719 -0.274
C 3.540 -2.603 0.835
C 2.587 -0.743 -3.494
F -4.774 -0.990 3.991
C -5.565 -0.281 1.884
B 3.130 -0.681 -0.922
Hf 0.087 -0.608 -0.190
C -4.522 -0.730 2.690
C 3.694 1.744 0.005
F -3.825 0.222 -1.284
C 1.646 2.278 0.707
C -2.987 -0.541 0.822
C -1.958 3.595 0.180
H 0.563 -3.018 2.233
H -1.256 4.163 -0.430
C 2.963 2.745 0.619
N 1.582 1.030 0.166
C 2.797 -3.287 1.818
H 0.788 2.772 1.132
C 1.475 -2.828 1.680
H 3.644 -0.779 -3.728
H -0.702 -0.565 -3.641
C -3.253 -0.863 2.173
C 1.454 -0.685 -4.324
N 2.206 -0.744 -2.211
F -6.794 -0.096 2.391
N 2.741 -1.768 0.162
H -2.276 4.172 1.032
H -1.447 2.679 0.554
O -1.749 -0.610 0.354
H 1.445 -0.647 -5.395
H -2.818 3.280 -0.414
F -6.349 0.405 -0.245
N 1.424 -1.940 0.637
*
```

Computed properties:
* highest occupied orbital energy: -14.7 eV

These are the natural (NBO) partial charges, in e, on atoms 1 to 6: 0.0264, 0.2695, 0.2843, 0.2627, -0.5800, 0.2763

***

Number 1: molar mass 485.938 g/mol. Number 2: molar mass 679.299 g/mol. Number 3: molar mass 355.448 g/mol. Number 4: molar mass 597.118 g/mol. Number 5: molar mass 491.745 g/mol. Number 6: molar mass 590.621 g/mol.